[1]
Computed, not measured: a molecular structure, C37H48N3O4S2SeYb at a distorted geometry, with wB97M-V/def2-TZVPD.

## Properties
total charge = 0
energy above the lowest of the compared OMol25 structures with the same formula, charge and spin = 29.7 kcal per mole
multiplicity = 2
strongest force on any atom = 4.0 eV Å⁻¹
expectation value of S² = 0.7509
energy = -170356.015 eV

```
96
Properties=species:S:1:pos:R:3:forces:R:3
Yb 14.4604 8.5700 9.8892 0.669 -0.117 -1.033
C 21.0695 11.5253 9.7922 0.412 -0.364 -1.750
C 20.6033 11.7101 8.3233 -0.621 0.738 0.435
C 21.6150 11.0899 7.3604 0.023 0.668 0.521
C 20.6508 13.2919 8.1044 0.037 -1.475 1.684
C 19.1325 11.1698 8.1902 2.262 -0.856 0.391
C 18.8308 9.8369 8.5530 1.959 0.168 -0.026
C 17.5723 9.3427 8.4518 -2.111 3.284 -0.722
Se 16.9466 7.6216 8.6837 0.390 -1.424 1.295
C 17.6664 7.1686 10.4310 -0.056 0.033 2.020
C 19.0365 6.9483 10.7008 -0.617 -0.378 -0.181
C 19.4299 6.4325 11.9244 0.708 -0.225 1.065
C 18.4800 6.1465 12.9313 -0.316 -0.145 -0.506
C 17.1289 6.3400 12.7300 0.260 0.338 -0.416
C 16.7514 7.0910 11.5576 1.997 -0.977 -0.910
O 15.6054 7.6878 11.5097 -2.426 1.109 -1.470
C 16.0659 5.7613 13.6890 1.136 0.481 -0.083
C 15.0560 5.0414 12.7948 -0.002 0.326 -0.622
C 15.3931 6.9224 14.3959 -0.021 1.194 0.714
C 16.6917 4.8033 14.7634 -1.226 0.586 0.282
C 20.8956 6.1850 12.3157 1.176 -1.068 -1.006
C 21.8731 6.1433 11.0600 -0.809 0.114 0.260
C 21.1667 4.7787 12.9544 -1.046 0.691 0.493
C 21.3742 7.3086 13.2413 -0.066 -0.148 0.151
C 16.4948 10.2994 8.0941 1.338 -0.105 -0.024
O 15.2433 9.9447 8.2001 -1.622 -1.783 1.757
C 16.7993 11.5977 7.6168 1.273 -1.178 0.486
C 18.1587 11.9573 7.6892 -2.153 0.584 -0.783
C 15.7079 12.4661 7.0395 -0.987 0.420 0.452
C 14.6617 12.8187 8.1315 1.112 0.563 0.432
C 14.9952 11.6877 5.9539 -0.302 0.365 -2.033
C 16.1485 13.8392 6.5369 2.654 -0.106 0.363
H 21.9979 12.0859 9.8634 0.218 -0.226 0.495
H 21.2009 10.4787 10.0476 0.207 -0.135 0.066
H 20.3291 11.9324 10.4158 -0.865 0.627 1.119
H 22.6176 11.4822 7.5432 0.133 -0.273 0.547
H 21.4162 11.5330 6.4208 -0.478 -0.137 -1.492
H 21.6303 10.0111 7.3137 -0.073 -0.275 0.010
H 21.6587 13.5691 8.4926 -0.636 0.249 -0.804
H 19.9206 13.6880 8.8435 0.348 0.195 -0.713
H 20.4372 13.6242 7.0863 0.178 0.001 0.207
H 19.6827 9.2121 8.8843 -0.673 0.225 -0.235
H 19.7875 7.2165 9.9630 -0.182 -0.386 -0.080
H 18.7590 5.7642 13.9212 0.263 -0.027 -0.751
H 14.5668 5.7724 12.1194 0.408 -0.512 0.257
H 14.2690 4.6227 13.3733 -0.754 -0.486 0.756
H 15.4950 4.2214 12.2109 0.091 0.308 0.083
H 15.2140 7.7689 13.7191 -0.226 -0.493 0.071
H 15.9973 7.3824 15.2110 -0.083 -0.639 -0.392
H 14.4524 6.6064 14.8393 -0.253 0.007 0.092
H 17.1490 3.9198 14.2931 -0.327 0.128 0.373
H 15.8685 4.5731 15.5133 0.846 -0.285 -1.103
H 17.4323 5.3117 15.3964 -0.004 -0.017 -0.406
H 21.5509 5.3980 10.2930 0.123 0.450 0.694
H 22.9094 5.8961 11.3720 -0.649 0.252 -0.113
H 21.8544 7.1226 10.5839 0.318 0.085 -0.165
H 20.8703 3.9605 12.2734 0.181 0.386 0.300
H 20.5909 4.6904 13.8963 0.334 -0.226 -0.392
H 22.2319 4.7120 13.2021 -0.201 -0.114 -0.084
H 21.2057 8.2438 12.7366 0.138 0.560 -0.278
H 22.4289 7.1785 13.4262 0.528 0.114 0.064
H 20.9036 7.4315 14.2271 -0.270 -0.557 -0.304
H 18.3653 12.9175 7.2805 0.483 0.613 -0.042
H 14.4280 11.9621 8.7612 -0.411 0.171 -0.270
H 13.8310 13.2590 7.5947 -0.587 -0.153 0.276
H 15.0900 13.6194 8.7790 -0.280 -0.515 -0.271
H 14.5177 10.8010 6.3138 0.119 -0.648 0.290
H 15.6506 11.4415 5.0782 -0.273 0.074 0.848
H 14.1561 12.2509 5.5079 0.335 0.269 0.235
H 16.7421 14.3116 7.3637 -0.008 -0.367 -0.783
H 15.3829 14.5599 6.4278 -1.389 0.277 -0.429
H 16.7581 13.8387 5.5945 -0.408 -0.139 0.828
N 9.4733 7.8642 15.8259 -0.144 0.427 1.064
C 9.9495 8.1408 14.5958 -0.071 0.137 -1.152
C 9.8994 7.1291 13.5896 0.077 -0.012 1.411
C 10.4121 7.3478 12.3377 -0.544 0.547 -0.013
C 10.8716 8.6549 12.0603 -0.512 -0.375 0.581
C 10.7501 9.7093 12.9840 1.879 0.284 -1.129
C 10.3977 9.4476 14.2827 -0.763 -1.221 -0.799
S 11.3733 8.7825 10.4228 1.703 -1.962 2.274
O 12.3377 9.8732 10.3107 0.781 0.692 -0.672
O 10.2225 8.6836 9.6300 -1.593 0.682 -2.062
N 12.3014 7.4084 10.2932 0.745 2.226 1.592
C 12.4428 6.9144 9.0857 -1.125 -0.163 -3.718
S 11.0746 6.5112 8.0045 -0.120 -0.775 1.436
C 12.1505 5.7447 6.9509 2.538 0.893 -0.534
C 13.4405 6.1474 7.2714 -0.051 -1.125 -2.085
N 13.6064 6.8269 8.4153 -1.006 0.484 2.683
H 9.1786 6.9523 16.1293 0.040 0.118 -0.218
H 9.3234 8.6448 16.4463 0.014 -0.378 0.079
H 9.4667 6.1860 13.9544 0.276 0.242 -0.673
H 10.3569 6.5991 11.5213 0.208 0.480 0.894
H 11.1455 10.7280 12.7290 -0.602 -1.101 0.062
H 10.3648 10.2719 14.9487 -0.058 0.336 0.870
H 11.9007 5.1895 6.0589 -0.228 0.250 0.084
H 14.3431 6.0411 6.6495 -0.685 -0.382 0.284
```
Forces are in eV/Å.

[2]
Computed, not measured: a molecular structure, C37H48N3O6RuS at a distorted geometry, with wB97M-V/def2-TZVPD.

## Properties
total charge = 0
energy above the lowest of the compared OMol25 structures with the same formula, charge and spin = 52.7 kcal per mole
multiplicity = 6
strongest force on any atom = 3.0 eV Å⁻¹
expectation value of S² = 8.8210
energy = -69319.053 eV

```
96
Properties=species:S:1:pos:R:3:forces:R:3
Ru -1.6236 0.0816 -0.1493 1.178 -0.549 -0.407
C 4.2034 -1.1803 4.6694 -0.061 0.094 -0.229
C 4.0333 -0.7403 3.2117 0.220 -0.015 0.004
C 4.5442 -1.8852 2.3253 -0.062 0.137 0.111
C 4.8776 0.5183 2.9685 -0.054 -0.182 0.062
C 2.5882 -0.4222 2.8573 -0.018 0.032 -0.450
C 2.2335 -0.2602 1.5226 0.206 -0.025 0.165
C 0.9157 0.0087 1.1704 -0.555 0.010 0.763
N 0.3790 0.1070 -0.0812 -0.522 0.348 0.294
C 0.9764 0.1491 -1.3108 -0.347 -0.117 -1.503
C 2.2871 0.4789 -1.6402 0.136 -0.049 -0.102
C 2.7081 0.4783 -2.9673 -0.117 -0.071 0.276
C 1.7811 0.1802 -3.9675 -0.015 -0.021 0.225
C 0.4483 -0.0995 -3.7120 -0.449 -0.110 0.549
C 0.0264 -0.1169 -2.3631 2.884 0.590 -0.223
O -1.1954 -0.3326 -2.0015 -2.003 -0.213 0.933
C -0.5899 -0.2990 -4.8052 -0.093 0.013 -0.133
C -1.5620 0.8898 -4.7471 0.028 -0.087 0.064
C 0.0371 -0.3703 -6.2013 -0.087 0.028 0.300
C -1.3622 -1.6018 -4.5598 -0.014 0.101 0.061
C 4.1592 0.8180 -3.2791 0.152 0.063 0.036
C 4.4884 0.7104 -4.7709 -0.089 0.025 0.267
C 4.4419 2.2554 -2.8198 0.015 -0.183 -0.100
C 5.0743 -0.1618 -2.5299 -0.081 0.134 -0.144
C -0.1024 0.1088 2.1926 1.939 -0.321 0.159
O -1.3146 0.3058 1.7752 -1.352 0.144 -0.580
C 0.2617 -0.0470 3.5463 -0.208 0.096 -0.272
C 1.6001 -0.2925 3.8285 -0.222 0.065 -0.195
C -0.7333 -0.0531 4.7014 -0.130 -0.018 0.222
C -0.6945 -1.4464 5.3533 -0.015 0.206 -0.064
C -0.3336 1.0160 5.7301 -0.036 -0.156 -0.144
C -2.1778 0.2218 4.2808 0.028 -0.023 0.049
H 5.2346 -1.4848 4.8365 0.089 -0.002 0.015
H 3.5614 -2.0299 4.8903 -0.069 -0.107 0.107
H 3.9817 -0.3743 5.3643 -0.063 0.076 0.119
H 5.5415 -2.1844 2.6402 0.121 -0.028 0.019
H 4.6014 -1.5925 1.2816 0.008 -0.008 -0.168
H 3.8813 -2.7435 2.4074 -0.029 -0.144 -0.027
H 5.9217 0.3230 3.2035 0.158 0.001 0.024
H 4.5278 1.3376 3.5930 -0.016 0.106 0.057
H 4.8107 0.8306 1.9296 0.013 0.070 -0.141
H 2.9647 -0.3956 0.7461 0.110 -0.040 -0.076
H 2.9618 0.7925 -0.8608 0.109 -0.013 0.058
H 2.1055 0.1931 -4.9917 0.048 0.009 -0.160
H -1.0302 1.8274 -4.8976 0.047 0.102 -0.058
H -2.0627 0.9300 -3.7816 -0.056 0.031 -0.037
H -2.3212 0.7921 -5.5198 -0.109 -0.003 -0.123
H 0.5314 0.5601 -6.4701 0.097 0.110 -0.051
H -0.7445 -0.5539 -6.9350 -0.085 -0.008 -0.064
H 0.7545 -1.1858 -6.2623 0.128 -0.094 -0.069
H -1.9346 -1.5320 -3.6392 -0.043 -0.125 -0.060
H -0.6751 -2.4426 -4.4866 0.058 -0.150 -0.029
H -2.0529 -1.7845 -5.3794 -0.078 -0.037 -0.143
H 3.9160 1.4255 -5.3564 -0.081 0.052 -0.123
H 4.2937 -0.2942 -5.1397 -0.024 -0.093 -0.115
H 5.5445 0.9249 -4.9211 0.094 0.028 -0.018
H 3.7743 2.9494 -3.3251 -0.062 0.107 -0.047
H 5.4679 2.5293 -3.0542 0.161 0.062 -0.012
H 4.2969 2.3659 -1.7488 -0.015 0.037 0.141
H 4.8401 -1.1838 -2.8197 0.011 -0.139 0.004
H 4.9580 -0.0757 -1.4537 -0.018 -0.009 0.179
H 6.1155 0.0371 -2.7738 0.155 0.021 -0.005
H 1.8813 -0.4237 4.8584 -0.008 -0.033 0.175
H 0.2832 -1.6672 5.7736 0.112 -0.054 0.056
H -0.9273 -2.2072 4.6109 -0.034 -0.121 -0.040
H -1.4314 -1.5056 6.1520 -0.076 -0.009 0.101
H 0.6584 0.8378 6.1360 0.130 0.002 0.065
H -1.0425 1.0154 6.5559 -0.064 0.007 0.096
H -0.3428 2.0008 5.2686 0.001 0.134 -0.016
H -2.5422 -0.5439 3.6011 -0.101 -0.002 -0.028
H -2.2745 1.1846 3.7883 -0.098 0.071 -0.021
H -2.8142 0.2258 5.1648 -0.007 -0.011 0.132
N -3.8295 2.7978 1.4755 -0.168 -0.113 0.782
C -4.4718 1.8093 0.6806 1.645 0.546 -2.013
C -5.8862 2.0361 0.4843 -1.107 -0.201 0.153
C -6.8971 1.1131 0.3568 0.202 0.538 0.124
C -6.8244 -0.2700 0.3213 -0.189 -0.036 0.009
C -5.6596 -1.0821 0.2776 0.565 -0.245 0.083
C -5.7723 -2.4414 -0.0670 0.263 0.408 0.092
C -4.6565 -3.2441 -0.1953 0.146 0.004 0.021
C -3.4132 -2.6758 0.0072 -0.132 -0.114 0.047
N -3.2821 -1.4022 0.3717 -0.101 0.479 0.013
C -4.3421 -0.6209 0.5276 -0.534 -0.598 0.480
H -2.8238 2.6284 1.4775 -0.246 0.135 -0.087
H -4.0066 3.7176 1.0866 0.045 -0.057 0.072
H -6.1369 3.0812 0.3858 -0.085 0.078 0.041
H -7.8905 1.5280 0.2488 -0.043 0.033 -0.018
H -7.7582 -0.8070 0.2211 -0.051 0.001 -0.036
H -6.7554 -2.8512 -0.2437 -0.124 0.006 -0.007
H -4.7416 -4.2856 -0.4578 -0.004 -0.089 -0.035
H -2.4933 -3.2336 -0.0904 0.021 -0.067 -0.095
O -2.2483 2.3109 -0.7344 0.799 -0.470 0.067
S -3.6329 1.9310 -1.0731 -1.589 1.092 0.420
O -3.7257 0.5631 -1.5766 0.336 -0.432 -0.187
O -4.0107 0.5606 1.1217 -0.442 -0.667 0.403
O -4.3354 2.9378 -1.8221 0.021 0.028 -0.035
```
Forces are in eV/Å.

[3]
Computed, not measured: a molecular structure, C37H49BrN2O5RuSi4 at a distorted geometry, with wB97M-V/def2-TZVPD.

## Properties
total charge = +2
energy above the lowest of the compared OMol25 structures with the same formula, charge and spin = 35.3 kcal per mole
multiplicity = 5
strongest force on any atom = 1.7 eV Å⁻¹
expectation value of S² = 6.0446
energy = -156503.938 eV

```
99
Properties=species:S:1:pos:R:3:forces:R:3
Ru -0.2320 1.0421 -0.5302 0.305 -1.046 0.780
C -0.8523 -0.7561 2.5390 -0.190 -0.010 0.072
O 0.0869 -0.0442 1.7336 0.097 0.110 -0.166
C 1.3917 -0.0193 2.1597 0.113 0.009 -0.187
C 1.7688 -0.2228 3.4616 -0.007 -0.032 0.038
C 3.1251 -0.1898 3.7965 0.119 -0.022 0.194
Br 3.6398 -0.4465 5.5987 -0.067 0.024 -0.181
C 4.0714 0.0192 2.8332 0.096 0.049 -0.046
C 3.6967 0.2257 1.4930 -0.487 -0.022 0.130
C 2.3275 0.2416 1.1211 0.313 -0.126 0.521
O 1.9176 0.4641 -0.0997 -0.814 0.266 -0.729
C 4.7095 0.3445 0.4774 0.108 -0.010 -0.262
N 4.4577 0.5107 -0.8248 -0.081 0.025 0.105
C 5.6411 0.4991 -1.5498 0.277 -0.042 0.153
C 5.9080 0.6000 -2.9070 -0.052 0.011 -0.007
C 7.2349 0.5200 -3.2860 -0.078 0.017 -0.068
C 8.2586 0.3528 -2.3465 0.042 -0.004 0.068
C 7.9940 0.2564 -0.9933 0.044 0.003 0.079
C 6.6625 0.3286 -0.6134 -0.143 0.054 -0.319
N 6.0393 0.2446 0.6280 0.019 0.012 0.088
H -0.4514 -1.7280 2.8283 0.028 0.011 -0.040
H -1.7366 -0.9048 1.9211 0.035 0.012 -0.006
H -1.1142 -0.1870 3.4329 0.043 0.006 -0.009
H 1.0414 -0.4137 4.2382 -0.026 0.012 -0.033
H 5.1144 0.0311 3.1208 -0.015 -0.023 0.015
H 3.4922 0.6089 -1.1224 -0.041 -0.009 -0.004
H 5.1148 0.7349 -3.6303 0.034 0.006 -0.025
H 7.4906 0.5879 -4.3345 -0.002 0.012 0.011
H 9.2825 0.2971 -2.6886 -0.003 0.002 0.005
H 8.7855 0.1294 -0.2670 0.010 -0.008 -0.029
H 6.5216 0.1153 1.5018 -0.079 -0.028 0.042
O 0.1093 -0.0878 -2.6939 0.123 -0.275 0.329
C -0.5880 -1.2455 -3.0414 0.399 0.346 -1.300
C -1.3002 -1.8109 -1.5678 -0.711 -0.434 1.487
O -1.7207 -2.9339 -1.6100 0.266 0.343 -0.455
O -1.2867 -0.9295 -0.6902 0.179 0.033 -0.430
C -1.7743 -0.8694 -3.8939 -0.036 0.028 0.303
C -2.8748 -1.7097 -4.0808 -0.012 -0.037 -0.010
C -3.8738 -1.3550 -4.9691 -0.023 -0.044 -0.024
C -3.8040 -0.1553 -5.6651 0.003 0.006 0.032
C -2.7326 0.7030 -5.4517 0.024 -0.003 -0.060
C -1.7286 0.3568 -4.5674 0.040 0.049 0.059
C 0.3312 -2.3042 -3.6069 0.063 -0.110 0.236
C 1.6820 -2.0133 -3.8297 -0.088 0.045 0.054
C 2.5282 -2.9563 -4.3873 0.077 -0.002 -0.025
C 2.0488 -4.2104 -4.7293 0.016 0.086 0.035
C 0.7088 -4.5075 -4.5170 0.000 -0.055 -0.048
C -0.1392 -3.5704 -3.9588 -0.015 0.003 0.040
H 1.0024 -0.3586 -2.4255 0.041 0.016 -0.063
H -2.9746 -2.6269 -3.5198 0.033 -0.021 -0.007
H -4.7141 -2.0198 -5.1175 0.002 0.009 0.012
H -4.5824 0.1093 -6.3680 -0.004 0.013 0.016
H -2.6648 1.6346 -5.9981 -0.012 0.001 0.012
H -0.8812 1.0106 -4.4266 -0.027 -0.006 -0.050
H 2.0985 -1.0320 -3.6312 0.021 -0.009 -0.057
H 3.5639 -2.6996 -4.5661 -0.004 -0.018 -0.001
H 2.7147 -4.9466 -5.1580 -0.025 -0.013 -0.014
H 0.3248 -5.4819 -4.7869 -0.022 0.011 0.024
H -1.1663 -3.8417 -3.7784 -0.042 -0.001 -0.001
C -5.2648 3.0691 0.2372 0.019 -0.235 -0.017
Si -4.3678 1.4364 -0.0233 0.293 0.243 -0.050
C -4.8514 0.1152 1.2238 0.103 0.117 -0.137
C -4.4250 0.8451 -1.8009 -0.050 0.035 0.210
Si -2.0521 1.9880 0.5514 0.038 0.469 -0.170
Si 0.2635 3.2083 -1.4832 -0.412 0.811 -0.012
C 1.8313 3.7844 -0.5659 -0.358 -0.209 -0.067
C 0.6037 3.0683 -3.3470 -0.078 -0.213 0.380
C -1.1288 4.4885 -1.2882 0.412 -0.174 -0.125
Si -1.7300 3.2473 2.6129 0.294 0.039 0.038
C 0.1417 3.1847 2.9186 -0.289 0.006 0.018
C -2.7485 2.4624 3.9917 0.079 0.001 -0.272
C -2.2931 5.0236 2.3387 -0.043 -0.179 -0.118
H -6.3227 2.9472 -0.0104 0.001 -0.012 -0.011
H -4.8707 3.8621 -0.4006 0.024 -0.020 -0.020
H -5.2134 3.4056 1.2742 0.032 -0.032 0.009
H -5.8638 -0.2390 1.0141 -0.008 0.038 -0.039
H -4.8450 0.4966 2.2461 0.032 0.024 -0.007
H -4.1891 -0.7512 1.1696 -0.008 -0.006 -0.016
H -5.4424 0.5491 -2.0687 -0.014 0.026 0.018
H -3.7826 -0.0228 -1.9453 0.034 -0.054 0.012
H -4.1066 1.6190 -2.5017 0.002 0.034 0.036
H 2.3623 2.9636 -0.0839 0.018 0.017 -0.009
H 1.5718 4.5162 0.2008 -0.002 -0.007 0.008
H 2.5108 4.2610 -1.2752 -0.024 0.031 -0.028
H 1.1398 2.1628 -3.6358 0.019 0.021 -0.005
H 1.2072 3.9242 -3.6568 -0.015 0.051 0.052
H -0.3333 3.1047 -3.9051 0.009 -0.006 -0.001
H -1.3238 4.7280 -0.2388 0.038 0.007 -0.014
H -2.0600 4.1362 -1.7411 0.020 -0.022 -0.052
H -0.8503 5.4177 -1.7926 -0.096 0.067 0.050
H 0.6492 2.5712 2.1728 0.038 0.008 0.035
H 0.3778 2.7838 3.9063 -0.008 -0.039 -0.008
H 0.5691 4.1877 2.8660 -0.039 0.022 -0.001
H -2.6882 1.3738 4.0154 0.004 0.001 0.014
H -3.8005 2.7381 3.8973 -0.004 -0.013 -0.030
H -2.4002 2.8337 4.9581 0.040 0.044 -0.023
H -1.5597 5.6085 1.7826 0.013 -0.036 0.005
H -2.4213 5.5050 3.3115 0.027 -0.057 0.041
H -3.2486 5.0955 1.8156 -0.002 -0.016 0.021
```
Forces are in eV/Å.

Question: The highest strongest force on any atom belongs to which entry?
Answer: C37H48N3O4S2SeYb

Question: What is the formula in the second record?
Answer: C37H48N3O6RuS

Question: energy of number 2 (C37H48N3O6RuS)?
Answer: -69319.053 eV